Formula: Br2H2NOP
Source: OMol25
Level of theory: ωB97M-V/def2-TZVPD

Properties
Total energy (eV): -152942.8441
Relative energy (zero: lowest compared OMol25 entry of this formula, charge and spin) (kJ/mol): 346.0
Orbital gap (alpha / beta) (eV): 9.01 / 4.45
LUMO level (alpha / beta) (hartree): -0.05527 / -0.15331

Geometry as XYZ:
```
7
Properties=species:S:1:pos:R:3:forces:R:3
N 0.071 -1.736 0.294 -1.180 -0.807 1.078
O -2.037 -0.115 -0.225 0.026 2.192 -1.164
P -1.527 -1.250 0.501 1.259 -1.388 1.961
Br -2.542 -2.975 -0.156 -1.291 -2.003 -0.398
Br 3.646 -0.420 0.149 -0.009 -0.003 -0.002
H 0.554 -2.374 0.960 -0.508 1.138 -0.963
H 0.531 -1.028 -0.199 1.702 0.871 -0.512
```
Positions in Å, forces in eV/Å.

Atom charges from the Mulliken analysis, given in e for atoms 1 to 4:
1 N -0.380
2 O -0.458
3 P 0.512
4 Br -0.141

=====

Formula: C5H8O2
Source: OMol25
Level of theory: ωB97M-V/def2-TZVPD

Properties
Total charge: +1
Total energy (eV): -9396.6256
Relative energy (zero: lowest compared OMol25 entry of this formula, charge and spin) (kJ/mol): 302.9
Spin multiplicity: 2
Orbital gap (alpha / beta) (eV): 8.70 / 5.41
LUMO level (alpha / beta) (hartree): -0.21671 / -0.33656

Geometry as XYZ:
```
15
Properties=species:S:1:pos:R:3:forces:R:3
O -1.051 -1.507 -1.208 1.962 0.513 2.355
C -0.142 -1.566 -0.346 -2.051 -1.865 -4.517
C -0.375 -1.424 1.071 -1.723 0.511 0.270
C 0.221 -0.118 1.546 1.779 0.333 0.155
C -0.157 0.950 0.538 3.004 0.817 -0.500
C 0.889 1.455 -0.437 -0.788 0.775 -0.900
O 0.549 2.339 -1.283 1.476 -0.529 1.534
H 0.812 -1.855 -0.781 0.889 0.091 0.359
H -1.469 -1.308 1.078 0.145 -0.446 0.647
H -0.030 -2.285 1.615 0.112 -0.274 0.417
H -0.192 0.128 2.537 0.339 0.129 -0.461
H 1.358 -0.222 1.618 -1.486 0.279 0.039
H -0.070 0.554 -0.686 -2.079 -0.974 1.415
H -0.848 1.717 0.857 -0.865 -0.182 -0.887
H 1.837 0.844 -0.543 -0.713 0.820 0.075
```
Positions in Å, forces in eV/Å.

Atom charges from the Mulliken analysis, given in e for atoms 1 to 4:
1 O -0.447
2 C -0.323
3 C -0.311
4 C -0.633